Record 1
Computed, not measured: a 6-piece molecular cluster, C28H65N13O10P2S3 overall, with ωB97M-V/def2-TZVPD.

CARTESIAN COORDINATES (ANGSTROEM)
C -1.901 -4.143 2.389
C -0.762 -3.142 2.571
O -0.039 -3.048 1.354
C 1.319 -2.647 1.451
C 1.512 -1.135 1.228
N 0.451 -0.306 1.742
C 0.580 0.055 3.143
C -0.327 1.213 3.590
C -0.801 2.106 2.460
O -1.496 0.705 4.246
C 1.850 -0.798 -0.278
C 0.863 -1.476 -1.227
C -0.560 -0.923 -1.143
C -1.387 -1.417 -2.343
S -2.338 -0.207 -3.294
C -3.651 0.283 -2.297
S -4.946 1.010 -2.975
N -3.549 0.142 -0.892
C -3.571 -1.009 -0.133
C -3.495 -0.580 1.165
N -3.417 0.786 1.219
C -3.452 1.194 -0.021
O 1.781 0.613 -0.341
C 2.435 1.495 -1.254
C 2.561 0.969 -2.694
C 3.045 1.948 -3.769
C 4.547 2.253 -3.768
O 5.044 2.435 -5.100
C 3.757 1.965 -0.654
O 3.539 2.600 0.594
C 4.225 2.027 1.681
P 1.213 2.969 -1.140
C 0.036 2.687 -2.521
C 2.108 4.496 -1.602
P 3.548 -1.591 -0.529
S 3.649 -3.330 -1.436
H -1.612 -5.129 2.763
H -2.800 -3.824 2.916
H -2.118 -4.251 1.326
H -1.176 -2.167 2.857
H -0.087 -3.465 3.371
H 1.850 -3.227 0.691
H 1.772 -2.947 2.397
H 2.403 -0.837 1.792
H -0.460 -0.698 1.546
H 1.621 0.334 3.334
H 0.357 -0.792 3.811
H 0.239 1.819 4.311
H -1.338 2.961 2.873
H 0.052 2.464 1.879
H -1.459 1.557 1.785
H -1.201 0.093 4.932
H 0.838 -2.545 -1.011
H 1.213 -1.391 -2.262
H -0.548 0.168 -1.084
H -1.049 -1.319 -0.253
H -0.751 -1.859 -3.114
H -2.083 -2.197 -2.033
H -3.653 -1.994 -0.560
H -3.498 -1.192 2.054
H -3.399 2.226 -0.331
H 3.196 0.079 -2.783
H 1.570 0.625 -2.991
H 2.460 2.867 -3.811
H 2.890 1.446 -4.731
H 5.101 1.395 -3.376
H 4.789 3.148 -3.190
H 4.920 3.355 -5.347
H 4.440 1.123 -0.506
H 4.244 2.687 -1.309
H 4.184 2.739 2.505
H 5.277 1.835 1.442
H 3.741 1.098 2.007
H -0.938 3.054 -2.192
H 0.279 3.224 -3.442
H -0.061 1.624 -2.730
H 2.356 4.628 -2.660
H 3.017 4.589 -1.005
H 1.447 5.318 -1.317
H 4.097 -1.603 0.761
H 4.362 -0.681 -1.198
N -6.914 -1.998 0.922
C -6.250 -3.064 1.459
N -6.875 -3.679 2.511
O -5.171 -3.439 1.035
H -7.797 -1.668 1.261
H -6.463 -1.510 0.170
H -6.409 -4.466 2.921
H -7.759 -3.385 2.877
N 4.234 -5.516 1.071
C 3.861 -5.391 2.374
N 4.005 -6.513 3.147
O 3.418 -4.349 2.833
H 4.589 -6.370 0.687
H 4.113 -4.723 0.457
H 3.735 -6.444 4.109
H 4.359 -7.382 2.797
N -3.651 6.080 -1.743
C -3.128 5.156 -2.607
N -3.900 4.043 -2.813
O -2.048 5.306 -3.150
H -4.532 5.967 -1.280
H -3.103 6.900 -1.564
H -3.547 3.346 -3.444
H -4.792 3.896 -2.380
N -2.554 -2.089 6.881
C -1.494 -1.357 7.336
N -1.581 -0.931 8.630
O -0.531 -1.100 6.630
H -3.357 -2.305 7.439
H -2.517 -2.408 5.930
H -0.817 -0.387 8.984
H -2.361 -1.128 9.226
N 2.190 2.087 -7.716
C 0.901 1.842 -7.320
N 0.023 2.873 -7.521
O 0.557 0.786 -6.821
H 2.490 2.949 -8.128
H 2.860 1.355 -7.572
H -0.927 2.727 -7.236
H 0.284 3.751 -7.925

Results
multiplicity: 1
DFT total energy: -4447.4979 hartree
SMILES: CCOC[C@H](NC[C@@H](C)O)[C@@](CCCSC(=S)n1ccnc1)(O[C@](CCCO)(COC)P(C)C)[PH2]=S.NC(N)=O.NC(N)=O.NC(N)=O.NC(N)=O.NC(N)=O
orbital gap: 7.02 eV
E_LUMO: -0.0180 hartree


Record 2
Computed, not measured: one molecule with the formula C8H5F3N2OS2, with ωB97M-V/def2-TZVPD.

CARTESIAN COORDINATES (ANGSTROEM)
O 1.308 -0.632 -2.034
C 0.759 -0.882 -0.725
C -0.699 -0.512 -0.755
C -1.785 -1.346 -0.713
N -2.937 -0.744 -0.896
C -2.858 0.519 -1.063
S -1.226 1.135 -1.083
C 1.465 -0.050 0.295
C 0.984 0.156 1.550
N 1.804 0.906 2.304
C 2.868 1.183 1.673
S 3.017 0.681 -0.033
C 1.027 -2.367 -0.399
F 0.445 -3.287 -1.232
F 2.258 -2.745 -0.227
F 0.432 -2.684 0.812
H 0.817 0.162 -2.392
H -1.875 -2.335 -0.530
H -3.601 1.188 -1.145
H 0.128 -0.179 1.978
H 3.748 1.776 2.070

Results
multiplicity: 1
DFT total energy: -1588.5465 hartree
SMILES: OC(c1cncs1)(c1cncs1)C(F)(F)F
energy relative to the best compared isomer or geometry (same formula, charge and spin): 0.00 kcal per mole
orbital gap: 9.79 eV
E_LUMO: 0.0101 hartree


Record 3
Computed, not measured: C32H40N2O2S2SeW as an isolated structure, with ωB97M-V/def2-TZVPD.

CARTESIAN COORDINATES (ANGSTROEM)
W -1.926 0.158 -0.111
C 3.531 -1.178 -5.582
C 3.258 0.214 -4.994
C 4.480 0.643 -4.181
C 3.061 1.220 -6.137
C 1.993 0.160 -4.139
C 1.991 0.460 -2.782
C 0.800 0.386 -2.087
Se 0.561 0.820 -0.075
C 0.705 0.512 1.990
C 1.847 0.634 2.742
C 1.779 0.409 4.119
C 0.543 0.070 4.670
C -0.631 -0.060 3.924
C -0.498 0.163 2.557
O -1.573 0.067 1.701
C -1.981 -0.412 4.557
C -2.521 -1.718 3.955
C -1.859 -0.611 6.069
C -2.979 0.730 4.313
C 3.044 0.545 4.966
C 2.788 0.260 6.446
C 3.586 1.975 4.837
C 4.099 -0.447 4.458
C -0.372 0.015 -2.698
O -1.492 -0.025 -1.902
C -0.430 -0.286 -4.062
C 0.780 -0.204 -4.739
C -1.742 -0.672 -4.751
C -1.535 -0.947 -6.242
C -2.752 0.478 -4.621
C -2.314 -1.947 -4.114
H 4.436 -1.155 -6.195
H 2.708 -1.517 -6.212
H 3.673 -1.912 -4.787
H 5.355 0.669 -4.832
H 4.689 -0.056 -3.369
H 4.352 1.640 -3.756
H 3.962 1.268 -6.752
H 2.861 2.218 -5.743
H 2.229 0.940 -6.783
H 2.891 0.755 -2.260
H 2.778 0.908 2.259
H 0.484 -0.102 5.732
H -1.815 -2.536 4.114
H -2.711 -1.633 2.886
H -3.462 -1.984 4.440
H -1.184 -1.431 6.319
H -2.843 -0.856 6.473
H -1.511 0.293 6.572
H -3.158 0.901 3.252
H -2.613 1.661 4.751
H -3.936 0.488 4.781
H 2.064 0.957 6.873
H 3.721 0.369 7.001
H 2.425 -0.758 6.604
H 2.852 2.701 5.191
H 3.830 2.221 3.803
H 4.495 2.087 5.432
H 3.736 -1.473 4.537
H 5.012 -0.359 5.052
H 4.358 -0.261 3.416
H 0.787 -0.435 -5.794
H -1.156 -0.069 -6.768
H -2.494 -1.212 -6.688
H -0.849 -1.779 -6.411
H -2.358 1.389 -5.076
H -2.999 0.693 -3.582
H -3.677 0.213 -5.137
H -1.597 -2.768 -4.184
H -3.223 -2.244 -4.641
H -2.572 -1.803 -3.066
S -3.718 -1.383 -0.106
C -5.061 -0.381 0.416
C -6.238 -1.072 0.855
N -7.168 -1.653 1.199
C -4.998 0.963 0.385
S -3.555 1.806 -0.173
C -6.093 1.794 0.786
N -6.952 2.489 1.102

Results
multiplicity: 3
DFT total energy: -4768.2487 hartree
⟨S²⟩: 2.019
energy relative to the best compared isomer or geometry (same formula, charge and spin): 34.56 kcal per mole
orbital gap (spin up / spin down): 5.74 / 6.35 eV
E_LUMO (spin up / spin down): -0.0612 / -0.0864 hartree


Which formula does entry 2 have? C8H5F3N2OS2


multiplicity of number 3 (C32H40N2O2S2SeW)? 3


Which of these has the lowest DFT total energy? C32H40N2O2S2SeW